# C9H10ClOP

2 unconnected molecules or ions with the total composition C9H10ClOP (the ωB97M-V functional and the def2-TZVPD basis, the Open Molecules 2025 dataset).

Properties
SMILES string: CP(Cl)c1ccccc1.C=C=O
energy above the lowest of the compared OMol25 structures with the same formula, charge and spin: 21.7 kJ/mol
HOMO level: -8.21 eV
frontier orbital gap: 8.8 eV

Last column: Löwdin charge in e.
Cartesian coordinates (Å):
C: 0.6578 -2.6889 1.0824  -0.31
P: 0.2735 -1.8253 -0.5327  0.50
Cl: -1.0324 -3.0589 -1.3080  0.30
C: -0.7584 -0.4580 -0.1013  -0.47
C: -0.2527 0.3664 0.9570  -0.11
C: -1.0072 1.5153 1.2209  -0.11
C: -1.8860 1.9395 0.2795  -0.13
C: -2.1961 1.2638 -0.9413  -0.07
C: -1.6570 -0.0128 -1.0878  -0.14
H: 1.0721 -3.5848 0.8323  -0.02
H: -0.2732 -2.8925 1.7469  0.08
H: 1.2235 -1.9784 1.6502  0.00
H: 0.6446 0.1333 1.5059  0.08
H: -0.7331 2.2945 2.0890  0.15
H: -2.5259 2.8162 0.4073  0.10
H: -2.5614 1.8194 -1.8195  0.11
H: -1.8570 -0.7961 -1.8763  0.07
C: 2.4916 1.3948 -1.2393  0.02
C: 2.8210 0.5437 -0.2849  -0.31
O: 3.0098 -0.1614 0.6026  0.15
H: 1.6932 2.0341 -0.9459  0.05
H: 2.8534 1.3364 -2.2369  0.05